Entry 1:
Computed, not measured: an isolated molecule of C16H17I2O6P, with ωB97M-V/def2-TZVPD.

Geometry as XYZ:
```
42
Properties=species:S:1:pos:R:3:forces:R:3:mulliken_charge:R:1
O -1.925992 7.387240 -1.096338 0.5105 1.2921 -0.3376 -0.69
I 4.644826 1.520467 0.465282 -1.8465 0.4556 -0.8544 0.09
I -1.046527 0.141529 -2.234031 1.7590 1.2670 1.0050 0.03
O 1.791532 -0.184196 -0.624780 1.2903 -0.2587 -1.1760 -0.46
O 0.527945 -2.181189 4.314263 -0.3359 -3.5261 4.3378 -0.68
O 1.034749 5.247705 -1.521078 -0.2297 0.1197 -0.6017 -0.48
O -2.842524 5.236722 -1.893123 1.3677 -1.3356 -1.8033 -0.50
O -1.291697 5.256745 -0.071615 2.8866 0.3118 4.0452 -0.45
C 1.028487 0.173184 1.659672 -1.4465 0.5907 2.3250 -0.10
C 2.462527 3.450766 -0.844062 0.8338 -0.2609 0.9542 -0.25
C 0.261139 2.944880 -1.680047 1.0375 -2.2359 0.3867 0.30
C 0.691274 -0.382078 2.974515 1.4722 0.9652 -3.0198 -1.22
C 0.999601 -1.957767 0.736342 0.8377 -0.2068 -1.8892 -0.84
C 2.734624 2.099817 -0.485551 -0.2317 0.9387 -1.3644 -0.80
C 0.549758 1.547696 -1.461884 -0.5392 2.1356 -1.2893 -1.05
C 1.215573 3.900846 -1.407302 1.6085 -1.1860 1.1926 0.22
C 1.252687 -0.628894 0.535010 -0.3185 1.2659 2.8219 0.46
C 1.793102 1.167374 -0.943943 -2.2710 -1.5744 1.4994 1.12
C 0.733283 -1.763379 3.112899 -0.5371 2.4920 -1.6915 0.93
C 0.775814 -2.515005 1.988318 0.4255 -3.0666 -2.8324 0.92
C 1.850321 -4.650097 2.817840 0.8744 0.6239 -0.6825 -1.46
C -0.628449 -4.601667 2.293077 -0.1882 -1.1736 1.2001 -1.30
C 0.708889 -4.070431 1.954921 1.9959 0.1585 0.3865 -0.10
C -0.026267 5.724597 -2.367180 0.0369 0.3982 0.5226 -0.63
P -1.563657 6.002363 -1.371468 -0.5785 1.8608 -1.6403 0.94
H 0.616263 -3.173373 4.469270 -0.1792 2.0432 -0.7120 0.29
H -3.464864 5.521542 -1.250852 -1.7580 0.2963 0.8236 0.30
H -0.668560 5.935006 0.421070 -1.6327 -2.1929 -0.7343 0.37
H 0.880997 1.260530 1.585123 0.6359 -0.4182 -0.1199 0.35
H 3.288730 4.119926 -0.529549 -1.0210 0.1106 -0.5143 0.32
H -0.706364 3.190544 -1.996133 -1.1722 0.4003 -0.5393 0.47
H 0.555233 0.241564 3.862722 -0.0455 -0.1030 -0.5321 0.39
H 1.115401 -2.495922 -0.228829 -0.2157 -0.4715 1.0982 0.23
H 1.912902 -5.710540 2.735915 -0.4567 -1.0414 0.3365 0.46
H 2.832677 -4.366254 2.429466 -0.1075 0.4190 -0.2357 0.36
H 1.922899 -4.331268 3.858764 -0.4614 -0.1961 0.1089 0.31
H -1.246020 -3.910176 1.779775 -1.5515 0.1761 -0.2393 0.41
H -0.747096 -5.651701 1.890782 -0.1003 1.1172 0.7550 0.36
H -0.763877 -4.537686 3.400106 -0.5212 -0.3060 -0.8163 0.19
H 0.860605 -4.498030 0.945264 0.4586 1.0228 0.1507 0.35
H -0.223134 5.097426 -3.202244 -0.0486 -0.9344 -0.7049 0.49
H 0.328624 6.666619 -2.794953 -0.2368 0.0272 0.3806 0.35
```
Forces are in eV/Å.

Calculated values
Calculated total energy ... -54641.79633 eV
SMILES ... CC(C)c1cc(Oc2c(I)cc(OCP(=O)(O)O)cc2I)ccc1O

***

Entry 2:
Computed, not measured: an isolated molecule of C5H8N2O2S, with ωB97M-V/def2-TZVPD.

Geometry as XYZ:
```
18
Properties=species:S:1:pos:R:3:forces:R:3:mulliken_charge:R:1
C -0.589888 0.444723 0.711520 -2.6219 0.8936 -0.7255 0.21
C 1.573360 1.352318 0.385036 -1.5727 0.5182 -1.5394 -0.86
C 1.199379 0.792087 -1.011429 0.8139 -0.9845 2.5780 -0.80
C 0.724771 0.121925 0.250806 -0.1028 -0.6134 2.0527 1.55
C 1.132005 -1.300449 0.676304 1.0697 3.7791 4.0374 -1.73
N -1.581774 1.005832 1.027969 2.2342 -0.4582 0.1889 -0.64
N -1.536261 -1.514836 -0.608955 -0.5997 -1.3636 2.2898 -0.47
O -3.233305 0.758622 -1.175120 0.2523 0.4898 0.2797 -0.47
O -2.681093 -1.273974 0.115457 -0.4177 0.5438 0.5961 -0.14
S -3.364420 0.194403 0.154534 -0.3544 -1.9624 -1.0237 0.63
H 2.547135 1.277072 0.579637 3.8341 -1.0108 1.0477 0.36
H 1.250667 2.307499 0.854442 -0.6316 -0.8500 -1.0349 0.23
H 0.506260 1.322604 -1.494622 -2.7404 1.9498 -1.8679 0.29
H 1.762167 0.171748 -1.686552 0.9468 0.1277 0.3561 0.28
H 0.514418 -1.956221 0.282124 -2.7297 -3.1780 -2.0322 0.52
H 1.217269 -1.516896 1.805700 -0.6436 0.8853 -1.4599 0.27
H 2.095423 -1.386729 0.391856 3.2729 -0.8051 -1.3917 0.53
H -1.536109 -0.799728 -1.258709 -0.0094 2.0387 -2.3513 0.26
```
Forces are in eV/Å.

Calculated values
Calculated total energy ... -23218.11377 eV